Entry from the Open Molecules 2025 dataset: a molecular structure, C39H31AsBrN2O2PPdS2 (wB97M-V/def2-TZVPD).

```
! RIJCOSX wB97M-V def2-TZVPD def2/J DEFGRID3
* xyz -2 1
Pd 3.21544 -0.37569 0.84037
S 5.01754 1.26196 0.56620
C 4.29303 2.79415 0.65652
N 3.20243 3.18889 1.26017
C 2.95014 4.52298 1.07019
C 1.84178 5.20284 1.58025
C 1.67225 6.54893 1.30068
C 2.59662 7.24103 0.51633
C 3.70930 6.58328 0.00617
C 3.88194 5.23506 0.28420
S 5.12162 4.13540 -0.21864
H 1.12280 4.65276 2.17483
H 0.80656 7.07146 1.69203
H 2.44767 8.29310 0.30340
H 4.42913 7.11572 -0.60473
C -1.08729 -0.79839 -0.80130
C -1.63208 -0.76813 -2.21792
As -3.57495 -1.01163 -2.46446
C -4.22932 0.40663 -1.28798
C -3.54897 1.61848 -1.20068
C -4.04868 2.65953 -0.42973
C -5.24305 2.50574 0.25933
C -5.93543 1.30573 0.16960
C -5.43284 0.26657 -0.60095
C -3.84456 -2.55346 -1.29143
C -4.06401 -3.78607 -1.90103
C -4.18201 -4.94457 -1.14373
C -4.08678 -4.87900 0.23757
C -3.87806 -3.65418 0.85736
C -3.76034 -2.49888 0.09870
P 0.77530 -0.64887 -0.79207
C 0.96706 1.14131 -1.16622
C 0.06931 2.12647 -0.75650
C 0.28168 3.46226 -1.06922
C 1.40754 3.83710 -1.78945
C 2.31466 2.86839 -2.19508
C 2.09210 1.53232 -1.88918
C 1.11406 -0.73569 0.99510
C 0.76670 -1.93840 1.68485
C 0.77793 -2.00800 3.05063
C 1.16588 -0.87956 3.81411
C 1.51111 0.28735 3.19121
C 1.49155 0.41455 1.76918
H -1.27412 -1.77545 -0.35066
H -1.56307 -0.05404 -0.15693
H -1.17393 -1.56436 -2.81164
H -1.37787 0.16785 -2.72501
H -2.60707 1.75607 -1.71843
H -3.49197 3.58610 -0.35974
H -5.62798 3.31335 0.86961
H -6.86654 1.17433 0.70807
H -5.97579 -0.67085 -0.65265
H -4.13247 -3.84231 -2.98214
H -4.33211 -5.89824 -1.63472
H -4.15827 -5.78194 0.83106
H -3.78193 -3.59809 1.93446
H -3.58425 -1.55201 0.59362
H -0.78767 1.85786 -0.15002
H -0.40981 4.21871 -0.71509
H 1.59559 4.88414 -1.99719
H 3.21641 3.15449 -2.72187
H 2.81993 0.78174 -2.17458
H 0.48084 -2.81444 1.10920
H 0.51800 -2.93711 3.54513
H 1.19642 -0.94758 4.89624
H 1.80270 1.15599 3.77166
H 1.47000 1.41644 1.35916
Br -0.49425 -4.57446 -1.48606
C 1.21560 -5.02733 -0.76936
C 1.43393 -6.32876 -0.35181
N 2.58932 -6.71703 0.18223
C 3.54567 -5.79305 0.31063
C 3.41018 -4.46578 -0.07866
C 2.20614 -4.07283 -0.64272
C 4.55172 -3.44553 0.11857
O 5.62176 -3.91623 0.53385
O 4.25257 -2.26862 -0.18713
H 0.65293 -7.07520 -0.45158
H 4.48588 -6.10300 0.74987
H 2.07882 -3.04232 -0.95405
*
```

Kohn-Sham gap   5.22 eV
E   -213344.7444 eV


Entry from the Open Molecules 2025 dataset: a molecular structure, C39H31BrF10N6O5PS3Sn (wB97M-V/def2-TZVPD).

```
! RIJCOSX wB97M-V def2-TZVPD def2/J DEFGRID3
* xyz 3 1
Sn 0.60849 -0.62923 -0.61646
F -1.44205 7.26944 2.30745
C -1.57527 6.01825 1.92225
C -2.80986 5.39295 1.98353
F -3.86751 6.05335 2.41458
C -2.92630 4.07045 1.57644
F -4.14789 3.53764 1.62866
C -1.84546 3.32874 1.11802
P -1.98691 1.59176 0.54105
C -2.94941 1.89915 -0.99728
C -2.22893 1.98070 -2.19215
C -2.84810 2.34196 -3.38564
C -4.20127 2.63956 -3.39218
C -4.93464 2.55059 -2.20971
C -4.32031 2.17003 -1.02392
C -3.17242 0.81392 1.67890
C -3.16843 1.13838 3.03487
C -4.03338 0.50079 3.90946
C -4.89929 -0.47947 3.44456
C -4.87966 -0.83655 2.10338
C -4.01297 -0.20130 1.22755
C -0.62104 3.99540 1.04447
Br 0.93596 3.16611 0.35937
C -0.47905 5.31266 1.43928
F 0.69214 5.93223 1.36908
H -1.15705 1.79489 -2.18805
H -2.27047 2.41380 -4.29685
H -4.68139 2.96069 -4.30664
H -5.98610 2.80668 -2.20887
H -4.89745 2.11789 -0.11111
H -2.49864 1.90111 3.41415
H -4.03535 0.77285 4.95590
H -5.57908 -0.96947 4.12689
H -5.54056 -1.61287 1.74203
H -3.98580 -0.50582 0.18665
F 0.51543 -4.76398 -4.18698
C -0.05212 -3.67624 -3.69973
F 0.09753 -2.66991 -4.54467
F -1.33979 -3.89097 -3.47871
S 0.80367 -3.33209 -2.03526
O -0.31335 -2.81838 -1.15569
O 3.32772 -4.18484 0.19628
N 1.53498 -1.86903 -2.36241
S 3.11034 -1.91455 -2.74623
O 3.83061 -1.04531 -1.86154
O 3.52843 -3.26830 -2.93596
C 3.13235 -1.03570 -4.37952
F 2.29524 -0.00093 -4.30760
F 4.35522 -0.59042 -4.59969
F 2.75416 -1.85163 -5.34082
N 7.30295 2.23166 1.79956
C 8.24232 2.47656 2.79705
C 9.52032 2.95444 2.78835
C 10.15403 3.01927 4.04939
C 9.54524 2.57637 5.25050
C 8.27502 2.07887 5.24948
C 7.60099 2.00465 3.98862
N 6.39820 1.50620 3.71716
C 6.23585 1.66763 2.38902
C 5.00936 1.25282 1.70203
C 4.72658 1.61015 0.38727
C 3.54768 1.16249 -0.17969
N 2.67829 0.39200 0.47755
C 2.94288 0.06568 1.74447
C 4.08894 0.47632 2.40109
H 7.42036 2.42470 0.81696
H 10.04619 3.24742 1.89077
H 11.15029 3.43857 4.09773
H 10.10246 2.65486 6.17254
H 7.76511 1.77227 6.15149
H 5.38027 2.23588 -0.20365
H 3.29646 1.43302 -1.19737
H 2.20914 -0.54644 2.25732
H 4.26570 0.20613 3.43157
C 3.11872 -2.96420 0.77754
O 1.74815 -2.49968 0.53433
H 3.60176 -4.09433 -0.72936
H 3.25055 -3.07510 1.85409
H 3.75288 -2.17645 0.37672
H 1.13528 -3.11737 0.96177
C -7.32326 0.12919 -2.95264
C -6.29355 -0.94107 -3.02518
C -6.53819 -2.23305 -3.42379
C -5.48618 -3.15404 -3.44156
N -4.24248 -2.78968 -3.08654
C -4.03430 -1.55470 -2.72139
S -2.40903 -1.11371 -2.25458
N -5.01967 -0.62850 -2.67291
C -5.68154 -4.57224 -3.83168
H -8.31780 -0.30794 -2.94888
H -7.24150 0.78308 -3.82330
H -7.19632 0.73289 -2.05540
H -7.53544 -2.52567 -3.71604
H -4.80479 0.33145 -2.39268
H -6.61669 -4.72340 -4.36417
H -5.69709 -5.18249 -2.92516
H -4.83974 -4.91170 -4.43249
*
```

Kohn-Sham gap (spin up / spin down)   3.92 / 5.10 eV
E   -204941.3770 eV


- Look up the E of the first one.
  -213344.7444 eV


- What is the E in the second record?
  -204941.3770 eV


- What is the formula in the second record?
  C39H31BrF10N6O5PS3Sn


- What is the formula in the second record?
  C39H31BrF10N6O5PS3Sn